{
  "formula": "C23H34N2O3",
  "method": "the ωB97M-V functional and the def2-TZVPD basis",
  "multiplicity": 1,
  "total_energy_ha": -1232.00274,
  "largest_force_ev_per_a": 0.55,
  "orbital_gap_ha": 0.3223,
  "homo_ev": -8.10,
  "relative_energy_kj_mol": 260.52,
  "lumo_ev": 0.673,
  "species": ["C", "H", "O", "C", "C", "C", "C", "C", "C", "O", "C", "C", "C", "H", "C", "N", "C", "H", "C", "N", "C", "C", "H", "H", "H", "H", "C", "H", "C", "C", "C", "C", "C", "H", "H", "H", "H", "H", "H", "H", "H", "H", "H", "C", "H", "H", "C", "O", "H", "H", "H", "H", "H", "H", "H", "H", "H", "H", "H", "H", "H", "H"],
  "xyz": [[-1.532451, 0.879946, -6.169472], [-2.034241, 0.209713, -5.467014], [-0.214753, 0.457051, -6.439999], [0.692827, 0.313009, -5.434365], [1.882029, -0.308462, -5.823103], [2.915091, -0.519671, -4.933543], [2.786930, -0.100482, -3.623375], [1.617518, 0.522825, -3.207476], [0.556664, 0.725743, -4.103731], [-0.570467, 1.393457, -3.688293], [-0.918439, 1.244449, -2.322081], [0.261785, 1.396115, -1.400721], [1.460800, 1.028533, -1.854299], [2.349421, 1.109656, -1.244590], [0.013566, 1.913900, -0.016000], [-0.562762, 0.878749, 0.841535], [0.421943, -0.130959, 1.196816], [1.240990, 0.332190, 1.779741], [-0.170383, -1.272600, 2.046418], [-0.874754, -0.762791, 3.218334], [-1.805456, 0.273270, 2.830982], [-1.153307, 1.423710, 2.052986], [-0.392830, 1.928167, 2.674875], [-1.914553, 2.157213, 1.775129], [-2.552040, -0.190790, 2.179652], [-2.324860, 0.656253, 3.706966], [-0.005253, -0.556056, 4.378740], [0.992587, -0.202851, 4.060844], [0.159479, -1.912964, 5.081382], [1.109963, -1.815473, 6.269322], [0.599240, -0.789062, 7.273485], [0.417087, 0.559846, 6.588322], [-0.538733, 0.448089, 5.401441], [-1.515999, 0.116645, 5.757548], [-0.650498, 1.435730, 4.950738], [0.025636, 1.290508, 7.299500], [1.387503, 0.922010, 6.239289], [1.300464, -0.693863, 8.105076], [-0.358774, -1.122907, 7.677787], [2.101345, -1.517514, 5.918468], [1.205155, -2.792734, 6.746709], [0.527715, -2.656948, 4.374034], [-0.825269, -2.240959, 5.417675], [-1.078252, -2.283056, 1.295832], [-1.985450, -2.406575, 1.888458], [-0.571531, -3.249207, 1.273861], [-1.486590, -1.969655, -0.148335], [-2.362707, -0.885128, -0.279887], [-1.898197, -0.105465, 0.091181], [-2.024952, -2.836822, -0.543685], [-0.589900, -1.822275, -0.770432], [0.692574, -1.837677, 2.411806], [0.859164, -0.535955, 0.282926], [-0.704461, 2.738081, -0.060738], [0.956011, 2.298498, 0.410941], [-1.664122, 2.021431, -2.134882], [-1.402870, 0.266241, -2.166765], [3.587246, -0.248930, -2.913998], [3.819309, -1.006257, -5.265132], [1.959227, -0.621994, -6.852006], [-1.558873, 1.897974, -5.776561], [-2.044437, 0.844329, -7.131102]],
  "forces_ev_per_a": [[-0.460, 0.160, -0.035], [0.026, 0.045, -0.033], [0.396, -0.021, 0.104], [0.062, -0.078, -0.047], [-0.176, 0.097, 0.091], [0.015, 0.002, -0.045], [-0.129, 0.051, 0.046], [-0.060, -0.097, -0.304], [-0.010, -0.106, 0.035], [0.400, 0.099, -0.334], [-0.154, -0.304, 0.238], [0.180, 0.130, -0.116], [-0.365, 0.222, 0.166], [0.082, 0.034, 0.156], [0.162, -0.056, -0.043], [-0.026, 0.147, -0.015], [0.159, -0.375, 0.161], [-0.041, 0.027, -0.079], [0.015, -0.132, -0.132], [0.020, 0.082, 0.168], [0.079, 0.318, -0.001], [-0.286, -0.118, 0.243], [-0.011, 0.012, -0.040], [0.037, 0.031, 0.014], [-0.071, 0.077, 0.033], [-0.036, -0.004, -0.037], [-0.185, -0.227, 0.171], [-0.033, 0.011, 0.048], [0.413, 0.211, -0.028], [-0.227, -0.119, 0.099], [0.308, 0.091, -0.107], [-0.256, -0.098, 0.119], [0.325, 0.085, -0.178], [-0.130, 0.018, -0.019], [-0.118, 0.007, -0.023], [0.065, 0.057, -0.025], [0.045, 0.067, 0.010], [-0.059, -0.022, 0.068], [-0.053, -0.026, 0.077], [0.094, -0.028, 0.015], [0.095, -0.015, -0.018], [-0.053, -0.059, -0.061], [-0.099, -0.011, -0.039], [-0.056, 0.174, -0.437], [0.003, -0.063, 0.005], [0.008, -0.082, 0.036], [0.207, -0.406, 0.149], [-0.444, 0.317, 0.036], [0.064, -0.079, -0.118], [0.166, 0.027, -0.004], [-0.031, -0.073, -0.025], [-0.062, 0.100, -0.004], [0.033, 0.018, 0.052], [0.068, 0.015, 0.039], [-0.100, 0.000, 0.014], [0.047, -0.090, 0.047], [0.029, 0.161, -0.027], [0.087, 0.006, 0.086], [0.075, -0.048, -0.042], [-0.012, -0.041, -0.124], [-0.034, -0.116, -0.064], [0.007, -0.003, 0.076]],
  "nbo_charge": [-0.2408, 0.1776, -0.4948, 0.2462, -0.2345, -0.2167, -0.2031, -0.1346, 0.2893, -0.5130, -0.1067, -0.0079, -0.1899, 0.2112, -0.2316, -0.4772, -0.2506, 0.1726, -0.0383, -0.4671, -0.2328, -0.2402, 0.1662, 0.2048, 0.2150, 0.2125, -0.0323, 0.1644, -0.3977, -0.3997, -0.3961, -0.3938, -0.4029, 0.2005, 0.2046, 0.2085, 0.1934, 0.2071, 0.1937, 0.1915, 0.2091, 0.2037, 0.2027, -0.4351, 0.2233, 0.2096, -0.0667, -0.7666, 0.4902, 0.1845, 0.1458, 0.2081, 0.2212, 0.2074, 0.1811, 0.1961, 0.2070, 0.2075, 0.2143, 0.2249, 0.1876, 0.1872]
}